(1)
DFT (wB97M-V/def2-TZVPD) results for a cluster of 2 separate species, C2HClN2O in total at a distorted geometry.

Geometry as XYZ:
```
7
Properties=species:S:1:pos:R:3
C -0.364 -0.608 -1.225
C 0.650 0.054 1.215
N -0.548 -1.550 -1.865
N -0.128 0.505 -0.637
O 0.126 0.578 2.096
Cl -1.423 1.622 -0.663
H 1.687 -0.600 1.079
```

## Properties
Kohn-Sham gap (spin up / spin down) in eV: 8.35 / 8.35
HOMO (spin up / spin down) in eV: -9.417 / -9.417
Largest force on an atom in eV/A: 4.5
Net charge: 0
2S+1: 1

(2)
DFT (wB97M-V/def2-TZVPD) results for the molecule C2HClN2OS at a distorted geometry.

Geometry as XYZ:
```
8
Properties=species:S:1:pos:R:3
C 2.041 -0.264 0.046
C -1.111 -0.405 -0.084
N 1.644 -1.397 -0.014
N 0.718 -2.315 0.099
O 2.683 0.715 -0.132
S -0.850 -2.065 -0.067
Cl -2.660 0.232 -0.007
H -0.451 0.324 0.342
```

## Properties
Kohn-Sham gap (spin up / spin down) in eV: 7.27 / 7.56
HOMO (spin up / spin down) in eV: -8.480 / -8.557
Largest force on an atom in eV/A: 2.5
Net charge: 0
2S+1: 1

(3)
DFT (wB97M-V/def2-TZVPD) results for a cluster of 2 separate species, C2HClNO2 in total at a distorted geometry.

Geometry as XYZ:
```
7
Properties=species:S:1:pos:R:3
C 0.334 2.075 0.766
C -0.104 3.321 0.333
N 0.427 -0.414 -0.778
O -1.110 2.457 0.364
O 0.168 4.368 -0.136
Cl 0.223 1.597 2.394
H 0.541 -0.764 0.198
```

## Properties
Kohn-Sham gap (spin up / spin down) in eV: 6.57 / 6.49
HOMO (spin up / spin down) in eV: -3.153 / -3.084
Largest force on an atom in eV/A: 2.6
Net charge: -1
2S+1: 1

(4)
DFT (wB97M-V/def2-TZVPD) results for a cluster of 2 separate species, C2HF2IO in total at a distorted geometry.

Geometry as XYZ:
```
7
Properties=species:S:1:pos:R:3
C -0.982 0.862 -0.266
C 0.588 -0.686 0.098
O -2.106 0.671 -0.470
F 0.662 -1.379 -1.037
F 0.002 -1.490 0.979
I 2.251 0.348 0.802
H -0.415 1.675 -0.106
```

## Properties
Kohn-Sham gap in eV: 8.80
HOMO in eV: -8.709
Largest force on an atom in eV/A: 5.2
Net charge: 0
2S+1: 1

(5)
DFT (wB97M-V/def2-TZVPD) results for the molecule C2HF2NO3 at a distorted geometry.

Geometry as XYZ:
```
9
Properties=species:S:1:pos:R:3
C -0.985 -0.432 -0.754
C 0.351 -0.469 -0.150
N 0.476 0.806 0.801
O 0.634 0.603 1.964
O -1.906 -1.144 -0.501
O 0.392 1.820 0.212
F 1.377 -0.291 -1.037
F 0.678 -1.522 0.680
H -1.016 0.628 -1.215
```

## Properties
Kohn-Sham gap in eV: 10.36
HOMO in eV: -11.475
Largest force on an atom in eV/A: 5.0
Net charge: 0
2S+1: 1
SMILES: O=CC(F)(F)[N+](=O)[O-]

(6)
DFT (wB97M-V/def2-TZVPD) results for the molecule C2HF3N2 at a distorted geometry.

Geometry as XYZ:
```
8
Properties=species:S:1:pos:R:3
C 1.179 -0.208 -0.315
C -1.197 0.272 0.037
N 2.420 -0.220 -0.212
N -0.113 -0.332 -0.481
F -1.326 0.482 1.377
F -1.735 1.408 -0.631
F -2.120 -0.639 -0.258
H 2.892 -0.763 0.484
```

## Properties
Kohn-Sham gap in eV: 11.97
HOMO in eV: -11.617
Largest force on an atom in eV/A: 8.6
Net charge: 0
2S+1: 1
SMILES: N=C=NC(F)(F)F

(7)
DFT (wB97M-V/def2-TZVPD) results for the ion C2HF3NO6S with charge -1 at a distorted geometry.

Geometry as XYZ:
```
14
Properties=species:S:1:pos:R:3
C 0.316 -0.140 0.505
C 0.490 -0.424 -1.880
N 1.126 0.593 1.466
O -1.467 1.630 1.284
O 1.146 0.149 2.608
O 1.680 1.590 1.139
O -2.173 0.086 -0.445
O -2.000 -0.742 1.725
O 0.636 0.340 -0.808
F -0.504 0.178 -2.689
F 1.531 -0.557 -2.611
F 0.098 -1.676 -1.684
S -1.510 0.295 0.843
H 0.632 -1.321 0.546
```

## Properties
Kohn-Sham gap in eV: 8.87
HOMO in eV: -5.641
Largest force on an atom in eV/A: 5.0
Net charge: -1
2S+1: 1
SMILES: O=[N+]([O-])[C@H](OC(F)(F)F)S(=O)(=O)[O-]

(8)
DFT (wB97M-V/def2-TZVPD) results for a cluster of 2 separate species, C2HF3NOS in total at a distorted geometry.

Geometry as XYZ:
```
9
Properties=species:S:1:pos:R:3
C -1.208 1.657 -1.468
C 0.865 -1.226 0.697
N -1.526 1.530 -0.320
O -1.075 1.662 -2.611
F 0.786 -2.484 1.080
F 0.800 -1.305 -0.695
F 2.157 -0.833 1.038
S -1.018 1.251 1.234
H 0.220 -0.252 1.046
```

## Properties
Kohn-Sham gap in eV: 7.10
HOMO in eV: -3.212
Largest force on an atom in eV/A: 4.8
Net charge: -1
2S+1: 1

(9)
DFT (wB97M-V/def2-TZVPD) results for the molecule C2HF3O at a distorted geometry.

Geometry as XYZ:
```
7
Properties=species:S:1:pos:R:3
C 0.516 0.830 0.623
C -0.581 -0.822 -0.467
O -0.359 -0.120 0.509
F 0.205 1.836 1.549
F 0.270 -0.768 -1.569
F -1.056 -2.103 -0.312
H 1.004 1.147 -0.333
```

## Properties
Kohn-Sham gap (spin up / spin down) in eV: 8.63 / 9.21
HOMO (spin up / spin down) in eV: -8.654 / -9.000
Largest force on an atom in eV/A: 7.8
Net charge: 0
2S+1: 1

(10)
DFT (wB97M-V/def2-TZVPD) results for a structure of composition C2HF3O2S at a distorted geometry.

Geometry as XYZ:
```
9
Properties=species:S:1:pos:R:3
C -0.181 0.046 0.469
C 1.587 0.872 -2.610
O -0.311 -0.756 1.211
O -0.645 -0.220 -2.449
F 1.008 1.547 -3.643
F 2.888 0.704 -2.971
F 1.582 1.767 -1.577
S 0.768 -0.686 -2.154
H -1.195 0.574 -1.682
```

## Properties
Kohn-Sham gap in eV: 9.54
HOMO in eV: -9.673
Largest force on an atom in eV/A: 7.8
Net charge: 0
2S+1: 1

Looking at calculated total energy for the records above, in order, we have -721.60965; -1119.80631; -742.04840; -649.36454; -556.87642; -485.88293; -1280.77772; -904.63617; -451.48425; -925.00184 a.u..
Looking at energy above the lowest of the compared OMol25 structures with the same formula, charge and spin for the records above, in order, we have 3.915; 3.023; 7.974; 2.310; 0.092; 0.663; 0.632; 1.633; 4.192; 1.164 eV.